{
  "formula": "C48H52O12",
  "method": "ωB97M-V with the def2-TZVPD basis set",
  "gap_ev": 8.1,
  "smiles": "O=C1C=CC(=O)C=C1.O=C1C=CC(=O)C=C1.O=C1C=CC(=O)C=C1.O=C1C=CC(=O)C=C1.O=C1C=CC(=O)C=C1.O=C1C=CC(=O)C=C1.CCCCCC.CCCCCC",
  "e_lumo_ev": -2.057,
  "elements": ["O", "C", "C", "C", "C", "O", "C", "C", "H", "H", "H", "H", "O", "C", "C", "C", "C", "O", "C", "C", "H", "H", "H", "H", "O", "C", "C", "C", "C", "O", "C", "C", "H", "H", "H", "H", "O", "C", "C", "C", "C", "O", "C", "C", "H", "H", "H", "H", "O", "C", "C", "C", "C", "O", "C", "C", "H", "H", "H", "H", "O", "C", "C", "C", "C", "O", "C", "C", "H", "H", "H", "H", "C", "C", "C", "C", "C", "C", "H", "H", "H", "H", "H", "H", "H", "H", "H", "H", "H", "H", "H", "H", "C", "C", "C", "C", "C", "C", "H", "H", "H", "H", "H", "H", "H", "H", "H", "H", "H", "H", "H", "H"],
  "positions_angstrom": [[7.822, -2.169, 3.865], [7.158, -2.188, 2.843], [6.754, -0.968, 2.128], [6.080, -1.075, 1.023], [5.634, -2.444, 0.600], [4.735, -2.537, -0.234], [6.110, -3.682, 1.224], [6.793, -3.588, 2.366], [7.220, -0.022, 2.375], [5.778, -0.347, 0.242], [5.752, -4.537, 0.697], [7.182, -4.373, 3.016], [3.453, -0.807, -4.277], [2.420, -0.122, -4.147], [1.168, -0.664, -3.576], [0.071, 0.094, -3.547], [-0.030, 1.523, -3.934], [-1.032, 2.170, -3.608], [1.137, 1.972, -4.693], [2.283, 1.211, -4.730], [1.222, -1.701, -3.379], [-0.916, -0.245, -3.218], [1.164, 2.945, -5.163], [3.134, 1.730, -5.157], [-3.486, 3.432, 5.427], [-2.556, 2.808, 4.930], [-1.227, 2.883, 5.519], [-0.168, 2.241, 4.942], [-0.305, 1.299, 3.808], [0.622, 0.579, 3.378], [-1.695, 1.170, 3.236], [-2.699, 1.893, 3.757], [-1.117, 3.462, 6.411], [0.793, 2.311, 5.425], [-1.804, 0.504, 2.377], [-3.701, 1.738, 3.336], [2.173, 2.009, -1.139], [2.155, 2.251, 0.068], [1.340, 3.387, 0.610], [1.495, 3.755, 1.911], [2.505, 3.093, 2.820], [2.655, 3.604, 3.938], [3.150, 1.853, 2.361], [2.957, 1.463, 1.069], [0.695, 3.842, -0.189], [0.936, 4.642, 2.268], [3.765, 1.328, 3.028], [3.473, 0.555, 0.738], [4.678, -7.030, -1.289], [3.578, -6.667, -1.602], [2.422, -7.631, -1.841], [1.243, -7.103, -2.153], [1.000, -5.632, -2.221], [-0.130, -5.253, -2.161], [2.171, -4.686, -2.195], [3.355, -5.249, -1.863], [2.596, -8.693, -1.897], [0.456, -7.765, -2.462], [1.985, -3.628, -2.299], [4.213, -4.633, -1.638], [3.885, -1.187, 3.214], [3.022, -1.329, 4.058], [3.049, -0.525, 5.313], [2.087, -0.619, 6.292], [0.996, -1.519, 6.051], [0.068, -1.660, 6.879], [0.988, -2.392, 4.818], [1.989, -2.363, 3.930], [3.849, 0.209, 5.296], [2.073, -0.041, 7.182], [0.193, -3.087, 4.743], [2.096, -3.041, 3.122], [-3.900, 2.512, -0.257], [-2.382, 2.155, -0.270], [-2.174, 0.624, -0.194], [-0.626, 0.292, -0.127], [-0.399, -1.194, -0.108], [0.936, -1.564, 0.439], [-4.150, 3.517, 0.037], [-4.562, 1.801, 0.245], [-4.317, 2.423, -1.274], [-1.908, 2.511, -1.194], [-1.912, 2.566, 0.650], [-2.617, 0.129, -1.093], [-2.691, 0.272, 0.719], [-0.015, 0.805, -0.933], [-0.287, 0.719, 0.845], [-1.128, -1.715, 0.546], [-0.513, -1.465, -1.207], [1.024, -1.379, 1.481], [1.167, -2.633, 0.292], [1.692, -0.987, -0.080], [-4.732, 0.140, -4.264], [-4.409, 1.623, -4.534], [-5.671, 2.504, -4.329], [-6.533, 2.261, -3.079], [-7.932, 2.860, -3.223], [-7.883, 4.364, -3.535], [-5.175, 0.128, -3.288], [-3.832, -0.521, -4.202], [-5.471, -0.238, -4.965], [-3.626, 1.973, -3.882], [-4.002, 1.805, -5.589], [-6.313, 2.315, -5.173], [-5.323, 3.550, -4.386], [-6.656, 1.191, -2.954], [-6.000, 2.602, -2.187], [-8.515, 2.391, -4.023], [-8.537, 2.754, -2.331], [-7.279, 4.674, -4.397], [-8.900, 4.780, -3.551], [-7.362, 4.703, -2.649]]
}

{
  "formula": "C3H5FN2O2",
  "method": "ωB97M-V with the def2-TZVPD basis set",
  "gap_ev": 9.4,
  "relative_energy_kcal_mol": 52.8,
  "smiles": "NC(=O)N(O)/C=C/F",
  "e_lumo_ev": 0.603,
  "elements": ["N", "C", "O", "N", "O", "C", "C", "F", "H", "H", "H", "H", "H"],
  "positions_angstrom": [[1.844, -0.357, -0.640], [0.767, 0.403, -1.143], [0.805, 1.044, -2.177], [-0.394, 0.422, -0.410], [-1.409, 1.185, -0.964], [-0.781, -0.172, 0.782], [-0.107, -0.977, 1.607], [-0.724, -1.414, 2.719], [1.613, -1.334, -0.557], [2.182, -0.024, 0.264], [-0.984, 1.544, -1.767], [-1.780, 0.085, 1.083], [0.891, -1.350, 1.512]]
}

{
  "formula": "CH12O4",
  "method": "ωB97M-V with the def2-TZVPD basis set",
  "gap_ev": 11.6,
  "relative_energy_kcal_mol": 13.4,
  "smiles": "C.O.O.O.O",
  "e_lumo_ev": 0.600,
  "elements": ["C", "H", "H", "H", "H", "O", "H", "H", "O", "H", "H", "O", "H", "H", "O", "H", "H"],
  "positions_angstrom": [[0.435, -2.310, 1.094], [-0.156, -2.440, 1.926], [1.519, -2.391, 1.324], [0.300, -1.304, 0.685], [0.141, -3.084, 0.366], [-2.052, 0.637, 0.139], [-2.740, -0.027, 0.381], [-1.417, 0.821, 0.882], [1.920, 0.151, -0.836], [1.310, -0.568, -0.658], [1.513, 0.593, -1.538], [0.285, 1.214, 1.495], [0.801, 1.022, 0.726], [0.865, 1.303, 2.237], [-0.474, 0.341, -1.930], [-1.093, 0.679, -1.146], [-1.082, 0.519, -2.694]]
}

{
  "formula": "C2H6INO2S",
  "method": "ωB97M-V with the def2-TZVPD basis set",
  "gap_ev": [8.7, 6.7],
  "relative_energy_kcal_mol": 53.3,
  "e_lumo_ev": [-1.846, -3.499],
  "elements": ["C", "C", "N", "O", "O", "S", "I", "H", "H", "H", "H", "H", "H"],
  "positions_angstrom": [[-0.377, 1.739, -0.901], [1.528, -1.422, 0.643], [0.019, 0.378, -0.698], [1.343, 1.345, 1.152], [-0.701, -0.078, 1.464], [0.559, 0.194, 0.762], [5.555, -0.087, -0.369], [-0.442, 1.891, -2.015], [-1.218, 1.845, -0.232], [0.455, 2.405, -0.609], [2.363, -1.633, 1.390], [0.939, -2.343, 0.673], [2.040, -1.353, -0.260]]
}

{
  "formula": "C19H26N2O2S",
  "method": "ωB97M-V with the def2-TZVPD basis set",
  "gap_ev": 7.3,
  "relative_energy_kcal_mol": 54.9,
  "e_lumo_ev": -0.086,
  "elements": ["O", "O", "S", "C", "C", "C", "C", "C", "C", "C", "C", "C", "C", "N", "N", "C", "C", "C", "C", "C", "C", "C", "C", "C", "H", "H", "H", "H", "H", "H", "H", "H", "H", "H", "H", "H", "H", "H", "H", "H", "H", "H", "H", "H", "H", "H", "H", "H", "H", "H"],
  "positions_angstrom": [[3.329, -3.204, -2.654], [-0.775, -3.294, -2.129], [2.240, -1.371, -0.984], [2.141, -3.465, -2.571], [1.361, -2.552, -1.829], [0.025, -2.464, -1.607], [0.734, -0.700, -0.361], [-4.069, -1.147, 1.244], [-2.869, -1.111, 1.966], [-4.018, -1.288, -0.168], [-1.671, -1.149, 1.282], [-2.774, -1.383, -0.826], [-1.567, -1.286, -0.105], [0.657, 0.576, 0.304], [-0.315, -1.402, -0.729], [1.519, -4.548, -3.426], [2.962, 2.038, 3.892], [-1.100, 4.168, -1.779], [1.765, 1.025, 1.172], [-0.305, 1.625, -0.076], [2.691, 0.588, 3.495], [-1.584, 2.751, -2.008], [1.501, 0.393, 2.569], [-0.517, 1.693, -1.618], [-5.016, -1.072, 1.797], [-2.808, -1.001, 3.052], [-4.934, -1.308, -0.754], [-0.787, -1.119, 1.927], [-2.699, -1.484, -1.917], [0.825, -4.051, -4.107], [2.319, -5.086, -3.981], [0.946, -5.260, -2.815], [2.022, 2.517, 4.200], [3.370, 2.626, 3.073], [3.702, 2.035, 4.704], [-0.860, 4.340, -0.722], [-0.186, 4.360, -2.378], [-1.830, 4.915, -2.062], [1.763, 2.105, 1.316], [2.730, 0.725, 0.773], [-1.246, 1.481, 0.428], [0.051, 2.594, 0.263], [2.460, -0.028, 4.373], [3.586, 0.140, 3.028], [-1.758, 2.645, -3.089], [-2.513, 2.569, -1.466], [0.563, 0.819, 2.951], [1.281, -0.678, 2.475], [-0.795, 0.740, -2.039], [0.455, 1.988, -2.084]]
}

{
  "formula": "C9H9N2",
  "method": "ωB97M-V with the def2-TZVPD basis set",
  "gap_ev": [6.9, 6.9],
  "relative_energy_kcal_mol": 178.5,
  "charge": 1,
  "e_lumo_ev": [-6.152, -6.153],
  "elements": ["C", "C", "C", "C", "C", "C", "C", "C", "C", "N", "N", "H", "H", "H", "H", "H", "H", "H", "H", "H"],
  "positions_angstrom": [[1.334, 1.345, -0.061], [1.341, -1.137, 0.093], [-0.047, 1.357, -0.014], [-0.007, -1.134, -0.131], [1.997, 0.147, 0.138], [-0.728, 0.116, 0.059], [-4.046, 0.204, 0.074], [-3.588, -1.030, -0.018], [3.471, 0.010, 0.077], [-2.900, 0.998, 0.044], [-2.036, 0.091, 0.081], [1.717, 2.348, -0.216], [2.070, -1.872, 0.023], [-0.782, 2.117, -0.083], [-0.686, -1.925, -0.306], [-5.140, 0.447, 0.054], [-3.553, -2.095, 0.274], [3.758, -0.645, -0.764], [4.049, 0.942, -0.307], [3.775, -0.284, 0.983]]
}